#one
Computed, not measured: C14H23BrF6N2O7PdS2Sb as an isolated structure, with ωB97M-V/def2-TZVPD.

Structure (XYZ):
```
57
Properties=species:S:1:pos:R:3:lowdin_charge:R:1
Pd -1.12999 -0.04917 2.13127 0.9801
O 1.87971 4.77447 4.05479 0.1660
C 1.34631 3.65470 3.61472 -0.2678
C 2.05759 2.46076 3.42221 0.0595
C 1.39718 1.35026 2.95878 -0.0657
N 0.07935 1.39113 2.69802 -0.1434
C -0.59373 2.53301 2.88094 -0.6781
Br -2.43502 2.33310 2.46220 0.9608
C -0.03096 3.68835 3.32907 0.0248
H 2.82213 4.69908 4.26383 0.1551
H 3.11569 2.39887 3.63890 0.1425
H 1.89382 0.40442 2.79929 0.1273
H -0.60597 4.59228 3.47372 0.1479
C -1.17291 -0.27591 5.39712 -0.0233
O -0.98710 -0.97914 4.15144 -0.2823
C -1.78368 -2.17635 4.02908 -0.1393
C -3.08550 -1.81294 3.37369 -0.1284
O -2.81152 -1.28506 2.04068 -0.3463
C -3.40767 -2.08362 0.98350 -0.0236
H -2.23253 -0.13549 5.61318 0.1054
H -0.68833 0.69193 5.30150 0.0870
H -0.69847 -0.84622 6.19431 0.1152
H -1.92373 -2.63755 5.00735 0.1537
H -1.21089 -2.85929 3.39936 0.1449
H -3.60221 -1.02432 3.92301 0.1382
H -3.75498 -2.66698 3.28629 0.1487
H -3.03649 -3.10598 1.03696 0.1120
H -3.13611 -1.63439 0.03852 0.0791
H -4.48709 -2.05552 1.12102 0.1155
F 1.44666 2.83381 -2.67029 0.1848
C 1.57517 1.87052 -1.77779 -0.6849
F 0.97335 2.20786 -0.64361 0.1614
F 2.84071 1.59989 -1.56199 0.1999
S 0.71020 0.35189 -2.40891 0.6896
O -0.66787 0.63962 -2.62134 -0.2228
O 1.48819 0.18684 -3.72340 -0.4681
N 1.15719 -0.79022 -1.52383 -0.2672
S 0.53793 -1.49174 -0.23341 0.6605
O -0.87430 -1.71447 -0.31639 -0.2754
O 0.98297 -0.87977 0.99805 -0.3062
C 1.42152 -3.11191 -0.40487 -0.6957
F 1.04556 -3.86497 0.61103 0.1850
F 2.72048 -2.91093 -0.38427 0.1941
F 1.05514 -3.66217 -1.54949 0.1752
C 2.96447 -0.12013 -6.33552 -0.1707
Sb 0.99381 -0.00520 -5.66618 1.7219
C -0.14818 -1.74035 -5.68091 -0.1887
C -0.08904 1.72868 -6.04014 -0.1865
H 3.59530 -0.06441 -5.44978 0.0447
H 3.16649 0.71494 -7.00370 0.0487
H 3.11454 -1.06612 -6.85250 0.0486
H 0.38774 -2.50322 -5.11572 0.0454
H -0.26373 -2.08538 -6.70951 0.0513
H -1.12347 -1.54956 -5.23769 0.0466
H 0.53013 2.57959 -5.75645 0.0469
H -1.00905 1.71534 -5.45916 0.0447
H -0.30880 1.78716 -7.10700 0.0516
```

Values from the calculation:
Charge: +3

---

#two
Computed, not measured: C14H23BrF6N2O7PdS2Sb as an isolated structure, with ωB97M-V/def2-TZVPD.

Structure (XYZ):
```
57
Properties=species:S:1:pos:R:3:lowdin_charge:R:1
Pd 0.76035 0.93994 -0.40865 1.0438
O 3.31127 1.05299 5.10352 0.1737
C 2.68170 1.01794 3.95063 -0.2653
C 1.41885 0.43733 3.74654 0.0514
C 0.88171 0.46878 2.48974 -0.1086
N 1.49684 1.04456 1.43601 -0.1402
C 2.71900 1.57396 1.63500 -0.7076
Br 3.64656 2.24270 0.14319 0.9430
C 3.33501 1.59650 2.85595 0.0112
H 2.82764 0.63184 5.82830 0.1550
H 0.87591 -0.03050 4.55647 0.1385
H -0.08228 0.02240 2.28913 0.1081
H 4.31888 2.02643 2.97911 0.1442
C -0.38580 0.22717 -3.40552 -0.0176
O 0.09332 1.16192 -2.41581 -0.3277
C -0.26558 2.52295 -2.74489 -0.1297
C 0.45713 3.44020 -1.80183 -0.1356
O 0.21247 2.93146 -0.46793 -0.3360
C 0.45374 3.91125 0.57974 -0.0210
H -0.08799 0.57799 -4.39225 0.1203
H -1.47386 0.15974 -3.35649 0.0947
H 0.07064 -0.73521 -3.21317 0.0746
H -1.34983 2.63525 -2.66678 0.1470
H 0.04354 2.73108 -3.77052 0.1559
H 0.05277 4.45033 -1.87756 0.1565
H 1.53218 3.46195 -1.98308 0.1316
H 1.47734 4.27703 0.52527 0.0874
H 0.26846 3.41965 1.52885 0.0930
H -0.25076 4.72797 0.43425 0.1165
F -1.22935 -3.80030 1.20130 0.1278
C 0.04040 -3.55976 0.86863 -0.6718
F 0.67633 -3.06715 1.90250 0.2007
F 0.57465 -4.63036 0.38542 0.2361
S -0.07888 -2.21656 -0.49021 0.7369
O -1.36497 -1.48881 -0.05723 -0.5194
O -0.21130 -2.85649 -1.74632 -0.1958
N 1.07086 -1.13715 -0.27827 -0.3843
S 2.64881 -1.77513 -0.39137 0.6942
O 3.43930 -1.04435 0.52791 -0.2330
O 2.48790 -3.18767 -0.36441 -0.2237
C 3.25043 -1.31242 -2.11805 -0.6636
F 4.50132 -0.94167 -2.01752 0.2067
F 2.51050 -0.29294 -2.57762 0.1127
F 3.11188 -2.34986 -2.90210 0.2102
C -3.92507 -1.74642 -1.97200 -0.1775
Sb -3.38567 -1.51831 0.03106 1.7275
C -4.00435 -3.10327 1.25232 -0.1760
C -3.63752 0.39585 0.82593 -0.1773
H -4.99142 -1.98127 -1.99173 0.0557
H -3.36186 -2.57754 -2.39563 0.0513
H -3.73759 -0.81903 -2.50740 0.0324
H -5.01043 -2.83299 1.58075 0.0564
H -3.34794 -3.20377 2.10975 0.0391
H -4.02509 -4.01398 0.65667 0.0556
H -4.42107 0.35715 1.58254 0.0515
H -3.92081 1.07679 0.02571 0.0454
H -2.69827 0.70183 1.28212 0.0249
```

Values from the calculation:
Charge: +3

---

Most favorable structure: #one. The second most favorable one is 53.7 kJ/mol above it.

---

#one
Computed, not measured: one molecule with the formula C3H5F2NO, with ωB97M-V/def2-TZVPD.

Structure (XYZ):
```
12
Properties=species:S:1:pos:R:3:lowdin_charge:R:1
C -0.87911 1.17130 -0.46265 -0.3569
C 0.53594 0.71970 0.03273 -0.1149
C 0.48490 -1.85880 0.21855 -0.3102
H -1.65930 0.93837 0.45212 0.1904
H 1.01015 0.75935 -0.98864 0.1311
H 0.89841 1.53390 0.77324 0.1427
H 0.30834 -0.86456 1.70429 0.1299
H 0.59105 -1.82004 -0.91163 0.1346
N 0.87452 -0.57308 0.85668 0.0121
O -0.01355 -2.87261 0.72341 0.0135
F -1.29884 0.36802 -1.54864 -0.0080
F -0.85251 2.49846 -0.84946 0.0357
```

Values from the calculation:
SMILES: O=CNCC(F)F

---

#two
Computed, not measured: one molecule with the formula C3H5F2NO, with ωB97M-V/def2-TZVPD.

Structure (XYZ):
```
12
Properties=species:S:1:pos:R:3:lowdin_charge:R:1
C 1.42379 0.31814 0.32329 -0.4181
C 0.44839 -0.69599 -0.22452 -0.1046
C -1.76807 0.50041 -0.27005 -0.3552
H 1.49175 0.20052 1.39992 0.1517
H 0.44135 -0.59364 -1.33795 0.1420
H 0.79411 -1.70682 0.07122 0.1408
H -1.36493 -0.97121 0.94410 0.1270
H -1.26290 1.14643 -1.02703 0.1399
N -0.95848 -0.50378 0.17181 0.0311
O -2.93667 0.59813 0.07274 0.0161
F 1.03002 1.58681 0.05347 0.0626
F 2.66165 0.12100 -0.17700 0.0668
```

Values from the calculation:
SMILES: O=CNCC(F)F

---

Most favorable structure: #two. The second most favorable one is 172.4 kJ/mol above it.

---

#one
Computed, not measured: one molecule with the formula C5H9BO, with ωB97M-V/def2-TZVPD.

Structure (XYZ):
```
16
Properties=species:S:1:pos:R:3:lowdin_charge:R:1
B 0.48100 0.91463 0.66204 -0.1816
C 2.40610 -1.36983 -1.60750 0.0872
C 1.19869 -1.33538 -2.02642 -0.2586
C -0.00378 -0.60562 0.29454 -0.1483
C -0.06879 -1.06042 -1.17777 -0.2374
C -1.33791 2.07529 1.85211 -0.0313
O -0.05243 2.00590 1.16350 -0.0056
H 2.92747 -1.18079 -0.64446 0.0492
H 0.87868 -1.55344 -3.19489 0.1484
H 0.69605 -1.28740 0.71124 0.0766
H -0.98361 -0.49135 0.71816 0.0720
H -0.60688 -0.33512 -1.87982 0.1279
H -0.60131 -1.93057 -1.15872 0.0629
H -1.74351 1.09184 2.32122 0.1260
H -1.96911 2.49923 1.20305 0.0487
H -1.22068 2.56303 2.76372 0.0637
```

---

#two
Computed, not measured: a 2-piece molecular cluster, C5H9BO overall, with ωB97M-V/def2-TZVPD.

Structure (XYZ):
```
16
Properties=species:S:1:pos:R:3:lowdin_charge:R:1
B -3.25890 0.08173 -1.56583 -0.0878
C 0.02241 1.29017 1.12452 -0.2148
C 0.31830 1.62988 -0.32126 0.0315
C 0.36550 -0.21961 1.44784 -0.1674
C 0.60412 0.42628 -0.95420 -0.2749
C 0.20964 -0.74338 0.00988 -0.2038
O -2.98711 -0.53911 -0.56758 0.0608
H -3.54551 0.51803 -2.58587 0.0411
H -1.02528 1.35621 1.00324 0.0933
H 1.28756 -0.20990 2.02702 0.0892
H -0.34677 -0.90296 2.04125 0.1258
H 0.16013 0.18148 -1.93434 0.1167
H 1.66582 0.42278 -1.19354 0.1319
H 0.59877 -1.70328 -0.24209 0.0950
H -0.82563 -0.78003 -0.26193 0.0513
H 0.34587 1.97953 1.93468 0.1120
```

---

Most favorable structure: #two. The second most favorable one is 223.8 kJ/mol above it.

---

#one
Computed, not measured: C5H6S3 as an isolated structure, with ωB97M-V/def2-TZVPD.

Structure (XYZ):
```
14
Properties=species:S:1:pos:R:3:lowdin_charge:R:1
C 1.49284 -1.00319 0.54044 -0.1608
C 0.19792 -0.29263 0.83881 -0.7814
C -0.56184 0.32799 -0.09714 -0.4533
C -0.28041 0.09811 -1.53359 -0.0592
C -1.49425 1.18379 0.46260 -1.0859
H 1.20863 -2.44228 0.79841 0.1873
H 2.64131 -0.59744 1.27678 0.1732
H 1.64014 -0.73705 -0.90098 0.1550
H -0.38220 0.92054 -2.25913 0.0941
H -1.10857 -0.46346 -2.00996 0.1039
H 0.70880 -0.41647 -1.57586 0.0174
S -2.80518 1.91893 -0.25954 0.5917
S -1.23758 1.53893 2.24067 0.5811
S -0.01962 -0.03575 2.47849 0.6369
```

---

#two
Computed, not measured: one molecule with the formula C5H6S3, with ωB97M-V/def2-TZVPD.

Structure (XYZ):
```
14
Properties=species:S:1:pos:R:3:lowdin_charge:R:1
C 0.16297 -0.27518 -1.99374 -1.1345
C -0.37095 1.60552 -0.70792 -0.4878
C 0.11617 -1.52855 1.63425 -0.4282
C 0.29333 0.29912 -0.30238 -0.3327
C -0.11446 -0.11205 1.14379 -0.6040
S 0.62769 -1.62343 -2.57197 0.7072
S -0.41813 1.30755 -2.45311 0.9150
S -1.59072 -1.01284 1.54338 0.8322
H -1.40881 1.85296 -0.40948 0.0975
H 0.20567 2.39304 -0.46643 0.0329
H 0.36039 -2.29857 0.79591 0.1023
H 0.62313 -1.82468 2.49541 0.0426
H 1.39686 0.37643 -0.38834 0.1311
H 0.11687 0.84068 1.68063 0.1265
```

Values from the calculation:
SMILES: S=C1SC[C@H]1[C@@H]1CS1

---

Most favorable structure: #two. The second most favorable one is 204.2 kJ/mol above it.

---

#one
Computed, not measured: C10H19N5O5 as an isolated structure, with ωB97M-V/def2-TZVPD.

Structure (XYZ):
```
39
Properties=species:S:1:pos:R:3:lowdin_charge:R:1
C -1.39977 0.06285 -1.69523 -0.3217
C -1.40285 -1.12577 -0.85969 -0.4645
C -2.93130 0.32043 -2.17302 -0.0310
C -3.54231 -0.51791 -3.40217 -0.4557
C 1.07213 -1.02186 -0.07520 -0.2340
C 2.53164 -1.64306 -0.56209 -0.4005
C 1.25713 -0.62156 1.47096 -0.2083
C 0.08035 0.09595 2.05276 -0.1768
C 0.76435 0.76252 3.40106 -0.2088
C 1.95500 3.01479 3.80095 -0.7053
H -0.38468 0.80141 -3.38552 0.0385
H 0.78402 0.25943 -2.38306 0.2112
H -1.08638 0.83726 -0.95463 0.1346
H -3.75746 0.10198 -1.25649 0.1776
H -2.80659 1.55602 -2.19338 0.1582
H -1.64405 -1.17151 -4.17556 0.1164
H -0.28457 -2.22972 0.35755 0.1328
H 1.26798 -0.19480 -0.84201 0.1072
H 1.88179 -1.36081 2.14837 0.1619
H 2.16358 0.10784 1.24773 0.1290
H -0.74118 -0.69332 2.28182 0.1294
H -0.56426 1.01512 1.41097 0.1727
H 1.01580 -0.07790 4.08754 0.1120
H 0.06711 1.40419 4.05916 0.1261
H 3.02751 1.35920 3.03960 0.2579
H 3.61544 2.84564 4.35588 0.0428
H 0.09785 3.40415 2.87690 0.0960
H 1.04792 4.76508 3.55907 0.1647
H 3.18691 -2.24571 -2.44419 0.2089
N -0.43260 -0.06636 -2.88365 0.0301
N -0.15281 -1.68125 -0.48157 0.1141
N 1.84507 1.76621 3.36117 -0.0345
N 2.96685 3.64272 4.20943 0.0930
N 0.66128 3.67453 3.76967 0.0319
O -2.42854 -1.61555 -0.41064 0.0809
O -4.72853 -0.65863 -3.50616 0.1042
O -2.66263 -1.17325 -4.29730 0.0226
O 3.46674 -2.03579 0.19728 0.0455
O 2.42701 -1.74087 -1.90379 0.0407
```

---

#two
Computed, not measured: one molecule with the formula C10H19N5O5, with ωB97M-V/def2-TZVPD.

Structure (XYZ):
```
39
Properties=species:S:1:pos:R:3:lowdin_charge:R:1
C 3.10421 1.53669 0.16564 -0.2699
C 1.81042 1.62127 -0.62361 -0.5325
C 4.17957 0.58980 -0.49458 -0.0041
C 4.25378 -0.89601 -0.27955 -0.5398
C 0.68556 -0.29435 0.58580 -0.2290
C 0.67811 -1.42893 -0.33989 -0.5135
C -0.57497 -0.31545 1.49064 -0.1273
C -1.90859 -0.00615 0.85519 -0.1985
C -2.57844 -1.16582 0.04981 -0.1671
C -4.79436 0.11240 -0.28923 -0.5688
H 3.39866 2.20948 2.07064 0.0675
H 1.91234 1.94044 1.72405 0.0788
H 3.59041 2.47649 -0.03999 0.1297
H 5.16325 1.02319 -0.23748 0.1347
H 3.95830 0.64348 -1.59313 0.1565
H 3.12079 -2.50246 -0.05162 0.1730
H 0.04386 0.82455 -0.92740 0.1764
H 1.56397 -0.36694 1.20206 0.1354
H -0.40654 0.66857 2.06075 0.1400
H -0.66620 -1.24611 2.08170 0.1349
H -2.67494 0.35086 1.64664 0.1379
H -1.77689 0.83093 0.18322 0.0959
H -1.85337 -1.66191 -0.49776 0.0698
H -3.23473 -1.87022 0.62676 0.1208
H -3.65216 -0.88616 -1.78249 0.1123
H -4.76995 -0.86356 1.25192 0.0324
H -4.82831 0.88361 -2.09705 0.1009
H -6.30600 1.08181 -1.08478 0.0765
H 1.29535 -1.85301 -2.08114 0.1043
N 2.83723 1.54353 1.60141 0.0711
N 0.78960 0.95148 -0.19472 0.1273
N -3.49544 -0.40680 -0.88255 -0.0136
N -5.26767 -0.06500 0.84784 0.1188
N -5.38972 0.82323 -1.25801 0.1295
O 1.73973 2.41394 -1.52847 0.0935
O 5.27798 -1.49983 -0.34032 0.1240
O 3.09290 -1.52673 -0.23768 0.0808
O 0.57497 -2.57845 0.00456 0.1227
O 1.10727 -1.09186 -1.58716 0.1187
```

Values from the calculation:
SMILES: [H]/N=C(/N)NCCC[C@H](NC(=O)[C@@H](N)CC(=O)O)C(=O)O

---

Most favorable structure: #two. The second most favorable one is 618.8 kJ/mol above it.

---

#one
Computed, not measured: C4H6BrNS as an isolated structure, with ωB97M-V/def2-TZVPD.

Structure (XYZ):
```
13
Properties=species:S:1:pos:R:3:lowdin_charge:R:1
C -1.30174 -0.69687 0.97195 -0.2261
C -0.66320 -0.10585 1.92349 -0.4461
C -0.59949 -0.44389 -0.29679 -0.6725
C 1.47776 0.42554 -1.16479 -0.1183
N 0.56307 0.11334 -0.09628 -0.5448
S 0.79320 0.72726 1.52592 0.9962
Br -1.83184 0.99401 -1.40719 0.3107
H -2.32856 -1.06535 0.93291 0.1181
H -0.93302 -0.00477 3.05441 0.1186
H -0.41016 -1.37465 -1.28697 0.2008
H 2.46331 0.21959 -0.77671 0.0704
H 1.26513 -0.29439 -1.99252 0.1009
H 1.50553 1.50601 -1.38743 0.0921
```

---

#two
Computed, not measured: a 2-piece molecular cluster, C4H6BrNS overall, with ωB97M-V/def2-TZVPD.

Structure (XYZ):
```
13
Properties=species:S:1:pos:R:3:lowdin_charge:R:1
C -1.19667 -1.73326 -0.72509 -0.2082
C -1.06406 -1.60064 -2.07873 -0.4104
C 0.29877 -0.07295 -0.77554 -0.6654
C 1.27384 0.79469 -0.21504 -0.0899
N -0.39743 -0.82522 -0.05729 0.0156
S 0.18719 -0.46192 -2.52607 0.9850
Br 0.50626 1.67355 4.61023 0.3467
H -1.61420 -2.46832 -0.06127 0.0996
H -1.50897 -2.21810 -2.86309 0.0589
H 0.30456 2.38713 3.46615 -0.3499
H 0.97980 1.76297 -0.56810 0.0811
H 2.21691 0.66788 -0.69512 0.0746
H 1.56427 0.87803 0.77323 0.0623
```

Values from the calculation:
SMILES: Cc1nccs1.Br

---

Most favorable structure: #two. The second most favorable one is 134.1 kJ/mol above it.